Entry 1:
{
  "formula": "C29H28BMoN11O2S2Se",
  "method": "the ωB97M-V functional and the def2-TZVPD basis",
  "s_squared": 3.826,
  "total_charge": 3,
  "de_lowest_ev": 2.9295,
  "multiplicity": 4,
  "e_homo_ev": [-15.82, -15.82],
  "symbols": ["Mo", "C", "C", "C", "C", "N", "N", "B", "N", "C", "C", "C", "C", "N", "N", "C", "C", "C", "C", "N", "N", "C", "C", "C", "C", "N", "H", "H", "H", "H", "H", "H", "H", "H", "H", "H", "H", "H", "H", "H", "H", "H", "H", "H", "H", "H", "Se", "N", "C", "C", "C", "C", "C", "C", "N", "H", "H", "H", "H", "O", "S", "O", "N", "C", "S", "C", "C", "C", "C", "C", "C", "H", "H", "H", "H"],
  "xyz": [[0.30, 0.40, 0.02], [-0.56, 3.77, -1.20], [-1.62, 2.99, -0.49], [-2.90, 3.40, -0.07], [-3.38, 2.39, 0.67], [-2.48, 1.35, 0.72], [-1.39, 1.75, 0.00], [-2.57, -0.08, 1.31], [-2.34, -1.05, 0.13], [-3.11, -2.17, -0.16], [-2.29, -3.13, -0.77], [-1.05, -2.50, -1.00], [0.17, -3.07, -1.72], [-1.14, -1.25, -0.45], [-1.47, -0.24, 2.34], [-1.40, -0.94, 3.48], [-0.09, -0.92, 3.97], [0.66, -0.32, 3.01], [2.08, -0.01, 3.15], [-0.20, 0.07, 1.99], [-3.93, -0.27, 1.94], [-4.25, 0.42, 3.10], [-5.61, 0.67, 3.13], [-6.04, 0.28, 1.80], [-7.41, 0.21, 1.28], [-5.03, -0.26, 1.12], [0.01, 3.07, -1.77], [-1.05, 4.48, -1.95], [0.14, 4.24, -0.50], [-3.28, 4.36, -0.38], [-4.33, 2.24, 1.10], [-4.13, -2.23, 0.17], [-2.39, -4.15, -1.20], [0.03, -3.12, -2.80], [1.13, -2.67, -1.49], [0.26, -4.06, -1.38], [-2.29, -1.34, 3.86], [0.37, -1.34, 4.95], [2.15, -0.10, 4.23], [2.67, -0.82, 2.76], [2.35, 1.06, 2.90], [-3.44, 0.61, 3.83], [-6.13, 1.23, 3.95], [-7.86, 1.18, 1.06], [-7.47, -0.31, 0.33], [-8.01, -0.35, 1.97], [-1.40, 0.45, -2.83], [0.22, 0.18, -2.27], [1.04, 0.25, -3.28], [2.49, 0.10, -3.14], [3.19, -0.25, -4.35], [2.65, 0.02, -5.60], [1.13, 0.45, -5.67], [0.41, 0.40, -4.57], [-0.96, 0.43, -4.55], [2.86, 0.23, -2.14], [4.36, -0.27, -4.47], [3.12, -0.01, -6.57], [1.07, 0.60, -6.66], [2.62, -2.93, 1.03], [3.18, -2.00, 0.13], [3.24, -2.20, -1.31], [2.23, -0.46, 0.19], [3.00, 0.58, 0.38], [2.04, 2.03, 0.22], [4.44, 0.31, 0.71], [5.49, 1.22, 0.85], [6.81, 0.69, 0.92], [7.08, -0.67, 1.01], [5.99, -1.55, 0.81], [4.67, -1.11, 0.68], [5.39, 2.33, 0.68], [7.60, 1.37, 1.01], [8.04, -1.11, 1.15], [6.31, -2.58, 0.68]],
  "lowdin_charge": [1.55, -0.04, -0.33, 0.04, 0.03, 0.05, -0.12, -0.71, 0.01, 0.04, 0.04, -0.27, 0.00, -0.14, 0.05, 0.05, 0.05, -0.29, -0.01, -0.07, -0.02, -0.08, 0.03, -0.33, -0.02, 0.10, 0.01, 0.14, 0.08, 0.14, 0.12, 0.12, 0.15, 0.10, 0.02, 0.09, 0.14, 0.18, 0.10, 0.07, 0.11, 0.13, 0.14, 0.09, 0.08, 0.09, 1.37, -0.33, -0.32, 0.12, 0.00, 0.11, 0.17, -0.36, -0.09, 0.08, 0.18, 0.13, 0.10, -0.21, 0.75, -0.29, -0.29, -0.74, 0.75, -0.20, 0.03, 0.00, 0.02, 0.00, -0.17, 0.15, 0.11, 0.13, 0.13]
}


Entry 2:
{
  "formula": "C6H10O",
  "method": "the ωB97M-V functional and the def2-TZVPD basis",
  "total_charge": 0,
  "smiles": "C=COC/C=C\\C",
  "de_lowest_ev": 1.5381,
  "multiplicity": 1,
  "e_homo_ev": -8.77,
  "symbols": ["C", "C", "O", "C", "C", "C", "C", "H", "H", "H", "H", "H", "H", "H", "H", "H", "H"],
  "xyz": [[1.10, -1.61, -0.28], [2.10, -0.77, 0.01], [2.02, 0.33, 0.80], [0.77, 1.02, 0.82], [0.06, 1.03, -0.51], [-1.19, 0.66, -0.77], [-2.15, -0.05, 0.14], [1.22, -2.37, -1.04], [0.14, -1.52, 0.20], [3.10, -0.87, -0.42], [1.05, 2.05, 1.06], [0.12, 0.65, 1.62], [0.68, 1.38, -1.34], [-1.55, 0.80, -1.79], [-3.17, 0.36, 0.07], [-1.85, -0.05, 1.19], [-2.22, -1.10, -0.19]],
  "lowdin_charge": [0.02, -0.24, -0.10, -0.19, -0.13, -0.17, -0.10, 0.06, 0.05, 0.12, 0.13, 0.11, 0.12, 0.10, 0.07, 0.07, 0.08]
}


Entry 3:
{
  "formula": "C29H63Cl2N2O20",
  "method": "the ωB97M-V functional and the def2-TZVPD basis",
  "total_charge": -1,
  "multiplicity": 1,
  "e_homo_ev": -3.48,
  "symbols": ["C", "C", "N", "C", "C", "N", "C", "C", "H", "H", "H", "H", "H", "H", "H", "H", "H", "H", "H", "C", "C", "C", "O", "C", "C", "C", "O", "O", "O", "H", "H", "C", "C", "O", "O", "H", "H", "H", "H", "H", "H", "C", "C", "O", "O", "H", "H", "H", "H", "H", "H", "C", "C", "O", "O", "H", "H", "H", "H", "H", "H", "C", "C", "O", "O", "H", "H", "H", "H", "H", "H", "C", "C", "O", "O", "H", "H", "H", "H", "H", "H", "C", "C", "O", "O", "H", "H", "H", "H", "H", "H", "C", "C", "O", "O", "H", "H", "H", "H", "H", "H", "C", "C", "O", "O", "H", "H", "H", "H", "H", "H", "C", "Cl", "Cl", "H", "H"],
  "xyz": [[2.84, 6.05, 7.43], [2.52, 4.95, 6.43], [1.97, 3.80, 7.14], [2.73, 2.76, 7.58], [1.90, 1.97, 8.30], [0.69, 2.61, 8.46], [0.73, 3.70, 7.64], [-0.42, 2.10, 9.23], [2.00, 6.36, 8.06], [3.21, 7.00, 7.03], [3.53, 5.78, 8.23], [3.45, 4.59, 5.99], [1.85, 5.19, 5.61], [3.76, 2.70, 7.27], [2.12, 1.10, 8.90], [-0.05, 4.45, 7.60], [-0.34, 2.51, 10.24], [-0.39, 1.02, 9.35], [-1.39, 2.38, 8.83], [-1.70, 2.89, 6.45], [-2.29, 1.68, 6.17], [-3.58, 1.23, 6.82], [-4.18, 0.14, 6.57], [-4.09, 1.97, 7.88], [-3.48, 3.23, 8.30], [-2.22, 3.74, 7.49], [-1.77, 4.89, 7.72], [-3.93, 3.92, 9.22], [-1.78, 1.01, 5.22], [-0.92, 3.34, 5.86], [-4.93, 1.73, 8.51], [6.19, -0.66, 9.23], [5.13, 0.15, 9.95], [3.84, -0.47, 9.83], [6.27, -2.01, 9.61], [7.12, -0.18, 9.56], [6.15, -0.54, 8.15], [5.11, 1.10, 9.41], [5.37, 0.26, 11.01], [3.60, -0.82, 10.70], [5.59, -2.56, 9.22], [0.39, 3.29, 3.39], [1.47, 3.79, 2.43], [2.68, 3.09, 2.60], [0.00, 1.99, 3.02], [-0.37, 4.07, 3.29], [0.79, 3.25, 4.41], [1.48, 4.87, 2.56], [1.16, 3.66, 1.38], [2.51, 2.16, 2.80], [-0.55, 1.66, 3.75], [-0.37, 5.23, 11.16], [0.33, 6.37, 11.88], [1.64, 6.60, 11.37], [-0.16, 5.32, 9.77], [-1.43, 5.20, 11.41], [0.06, 4.25, 11.38], [0.39, 6.15, 12.95], [-0.23, 7.29, 11.71], [1.51, 6.91, 10.47], [-0.93, 5.23, 9.18], [6.69, 3.29, 3.24], [6.80, 1.92, 3.86], [6.63, 1.84, 5.25], [5.39, 3.83, 3.44], [6.90, 3.27, 2.17], [7.48, 3.97, 3.59], [7.64, 1.33, 3.46], [5.98, 1.34, 3.41], [7.44, 2.20, 5.64], [4.72, 3.18, 3.20], [7.26, 4.71, 7.25], [8.73, 4.60, 6.78], [8.89, 3.47, 5.94], [6.41, 4.97, 6.13], [7.07, 5.61, 7.83], [6.91, 3.80, 7.74], [9.35, 4.58, 7.68], [9.05, 5.49, 6.24], [9.77, 3.10, 5.99], [6.47, 4.27, 5.48], [1.99, -0.05, 12.46], [1.21, -1.16, 11.78], [0.01, -0.57, 11.28], [3.32, -0.44, 12.86], [1.46, 0.36, 13.32], [2.06, 0.76, 11.73], [1.03, -1.93, 12.54], [1.67, -1.67, 10.93], [-0.65, -0.67, 11.97], [3.93, 0.29, 12.97], [0.10, 7.47, 6.34], [-1.41, 7.88, 6.37], [-2.04, 7.52, 7.60], [0.15, 6.11, 5.94], [0.61, 7.53, 7.30], [0.64, 8.05, 5.59], [-1.97, 7.36, 5.60], [-1.57, 8.96, 6.25], [-1.96, 6.54, 7.69], [-0.54, 5.56, 6.37], [-1.66, -3.84, 7.41], [-1.03, -3.14, 8.59], [-1.73, -2.00, 9.03], [-3.00, -4.22, 7.65], [-1.07, -4.71, 7.12], [-1.55, -3.18, 6.53], [0.06, -3.05, 8.49], [-1.06, -3.84, 9.44], [-1.37, -1.75, 9.88], [-3.10, -5.12, 7.35], [5.28, 8.91, 8.35], [6.63, 8.09, 9.18], [3.82, 8.68, 9.31], [5.51, 9.97, 8.24], [5.10, 8.64, 7.31]],
  "lowdin_charge": [-0.09, -0.14, -0.02, -0.02, -0.01, -0.02, -0.01, 0.03, 0.04, 0.06, 0.08, 0.11, 0.10, 0.13, 0.11, 0.09, 0.09, 0.09, 0.07, -0.02, -0.33, -0.40, -0.04, -0.01, -0.40, -0.32, -0.14, -0.01, -0.01, 0.09, 0.10, -0.27, -0.22, -0.09, -0.05, 0.12, 0.12, 0.11, 0.11, 0.04, 0.09, -0.27, -0.23, -0.08, -0.06, 0.12, 0.11, 0.12, 0.12, 0.09, 0.05, -0.23, -0.24, -0.09, -0.09, 0.13, 0.10, 0.12, 0.12, 0.05, 0.05, -0.25, -0.27, -0.06, -0.07, 0.12, 0.11, 0.12, 0.12, 0.04, 0.06, -0.21, -0.21, -0.07, -0.08, 0.07, 0.12, 0.12, 0.12, 0.10, 0.03, -0.23, -0.22, -0.07, -0.08, 0.12, 0.12, 0.13, 0.12, 0.10, 0.08, -0.20, -0.22, -0.10, -0.13, 0.10, 0.12, 0.12, 0.11, 0.03, 0.05, -0.25, -0.28, -0.04, -0.04, 0.11, 0.13, 0.11, 0.11, 0.05, 0.07, -1.00, 0.50, 0.56, 0.03, 0.03]
}


Entry 4:
{
  "formula": "C5H10ClN4O3",
  "method": "the ωB97M-V functional and the def2-TZVPD basis",
  "total_charge": 1,
  "de_lowest_ev": 0.0000,
  "multiplicity": 1,
  "e_homo_ev": [-13.89, -13.90],
  "symbols": ["C", "C", "C", "C", "C", "N", "N", "N", "N", "O", "O", "O", "Cl", "H", "H", "H", "H", "H", "H", "H", "H", "H", "H"],
  "xyz": [[0.58, 1.77, 0.43], [3.55, -0.65, -0.08], [-0.47, 0.97, -1.65], [-1.25, -0.63, 1.35], [-2.65, -0.05, 0.92], [-0.31, -1.51, -0.62], [4.72, -0.79, -0.10], [-0.11, 0.76, -0.24], [-0.30, -0.53, 0.23], [0.86, 2.81, -0.12], [2.38, -0.72, -0.09], [-0.45, -2.60, -0.19], [-3.16, -0.74, -0.60], [0.70, 1.67, 1.54], [-0.64, 2.16, -1.78], [0.38, 0.84, -2.39], [-1.38, 0.35, -1.86], [-1.28, -1.75, 1.51], [-0.91, -0.21, 2.35], [-2.60, 1.04, 1.03], [-3.27, -0.28, 1.82], [-0.04, -1.30, -1.58], [5.67, -0.62, 0.13]],
  "lowdin_charge": [-0.27, -0.39, -0.04, -0.13, -0.54, -0.04, 0.27, -0.10, -0.07, 0.08, 0.10, 0.14, 0.72, 0.16, 0.16, 0.12, 0.04, 0.13, 0.16, 0.10, 0.11, 0.19, 0.10]
}


Looking at DFT total energy for the records above, in order, we have -5164.52271, -309.78585, -3677.30806, -1101.02610 hartree.